A molecular structure, C28H51Al2Br2Cl5F5N5O7 in a non-equilibrium geometry. Source: the Open Molecules 2025 dataset; level of theory: wB97M-V/def2-TZVPD.

Last column: Mulliken charge in e.
Element x y z (Å)
C (3.9957, -2.1724, 0.0938)  -0.50
H (-1.0926, -1.0166, -0.0001)  -0.25
O (0.8119, 1.6191, -3.9814)  -0.57
C (1.5127, -0.8488, 0.8127)  -2.78
O (-5.4045, 3.9250, -1.8238)  -0.63
Al (-0.1589, -3.3142, 1.9745)  0.63
Al (4.2157, 0.2425, 10.1674)  0.53
H (-0.3957, 0.1703, -3.3151)  -0.22
F (0.4510, 0.5500, 2.4818)  -0.42
C (3.3950, -6.8931, -0.6148)  -0.56
H (1.0649, -0.8358, -4.8162)  0.57
N (5.6889, -1.1155, 3.3218)  -0.27
C (-8.4157, -0.4739, -3.7632)  -0.60
H (-10.0930, 4.0304, -3.6356)  0.31
H (5.0848, -8.0806, -1.4792)  0.41
N (3.9664, 1.3017, 1.8523)  -0.74
C (-4.1454, 0.7542, -2.7363)  0.38
H (-0.2441, 3.2028, -1.9805)  0.21
H (2.4581, -0.6808, -3.7053)  0.30
C (5.1565, -1.9610, 1.0791)  -1.32
Br (8.3465, 0.2927, 4.1709)  0.23
C (3.3393, 0.7395, 1.0736)  -0.75
Br (-2.6743, -1.6440, -1.5614)  -0.64
N (3.5428, -5.2942, -2.1395)  0.06
H (-11.4919, 4.4919, -1.5932)  0.36
H (4.7229, -2.8804, 2.9578)  0.47
C (1.8467, 3.5648, -1.4334)  0.72
N (1.9424, 2.5066, -0.4359)  0.04
H (5.7803, -1.1247, 0.7794)  0.44
C (4.7146, -1.8794, 2.5349)  -0.40
Cl (-5.2252, -0.6153, -2.4049)  -0.26
H (3.1972, -2.7642, 0.5309)  0.16
C (0.6450, 0.4497, -3.2057)  -0.04
H (-4.7291, 1.5373, -3.2066)  0.36
H (-9.1887, -1.0048, -3.2098)  0.31
O (-10.1701, 1.5347, -3.8787)  -0.58
H (5.1616, -6.0703, -3.2877)  0.39
F (3.8603, -0.8930, 11.3479)  -0.36
C (0.9566, 2.7865, 0.6117)  -1.44
C (0.5037, 3.9853, -1.9876)  -1.21
O (-3.0824, 2.1453, 0.2570)  -0.46
C (3.0496, 1.2741, -1.9959)  -1.44
H (-11.4316, 2.7588, -1.9341)  0.31
H (5.9745, -0.2924, 2.8055)  0.34
Cl (-2.8114, 0.3393, -3.8202)  -0.15
C (3.5615, -0.8826, -0.6456)  -1.35
O (2.8194, 4.1976, -1.7367)  -0.55
O (-8.7614, 2.7918, -2.6290)  -0.27
C (1.3790, -0.7599, -3.7819)  -1.61
H (0.6565, 3.8262, 0.6100)  0.53
F (4.0644, 1.8029, 10.7589)  -0.36
H (-10.4337, 3.4264, -0.6485)  0.29
H (0.0481, 2.1902, 0.5840)  0.43
C (5.9801, -0.6027, 6.9645)  0.58
H (3.1736, -1.2109, -1.6041)  0.02
Cl (5.1727, -2.1483, 6.8926)  -0.05
H (4.4157, -2.8017, -0.6863)  0.47
C (-9.7138, 3.8672, -2.6276)  -0.25
C (-4.1273, 1.3536, 0.8462)  -0.65
C (0.2412, -0.4226, 1.5367)  1.33
H (-4.6172, 3.5522, -1.4124)  0.33
H (0.1518, 4.8058, -1.3662)  0.45
F (5.8206, -0.0031, 9.5849)  -0.44
C (-10.8364, 3.6229, -1.6429)  -1.11
H (-1.8946, -0.5146, 1.4681)  0.62
H (0.6436, 4.3779, -2.9827)  0.35
H (-4.0383, 0.3295, 0.4788)  0.26
Cl (7.6811, -0.7865, 6.3855)  0.08
H (1.4284, 2.6426, 1.5779)  0.37
H (-3.7331, 1.0959, -1.7953)  -0.51
H (-3.1769, 3.0427, 0.5908)  0.24
H (2.0426, -5.1200, -0.6329)  0.48
H (5.2550, -0.7582, 4.1622)  -0.15
C (2.8550, -5.7056, -1.0295)  -0.44
F (3.2025, 0.0237, 8.8267)  -0.37
H (1.0033, -1.6332, -3.2549)  0.34
O (-8.1566, 0.8009, -3.1677)  -0.12
H (-1.2550, 0.6774, 0.3637)  -0.20
H (0.0111, -1.3224, 2.1930)  -0.32
H (-5.1010, 1.7549, 0.5583)  0.30
H (-0.1143, 1.1932, -1.3697)  -0.20
C (2.5283, 0.0503, 0.0579)  3.04
C (-1.0636, -0.2858, 0.8079)  -0.78
C (4.4490, -7.2128, -1.5121)  -0.36
H (-8.7049, -0.3732, -4.8066)  0.30
H (3.7439, -1.3996, 2.6629)  0.17
H (5.8006, -2.8325, 0.9987)  0.46
H (0.4926, -0.4041, -1.3480)  -0.29
H (4.4897, -0.3466, -0.7708)  0.70
H (1.2322, -1.6702, 0.1464)  1.02
Cl (5.1305, 0.6344, 6.0591)  -0.05
C (4.5124, -6.2103, -2.4412)  -0.59
C (0.7320, 0.5957, -1.6930)  0.68
C (1.9750, 1.1352, -0.9670)  3.26
C (-9.1371, 1.6929, -3.2854)  0.63
H (-7.4894, -1.0317, -3.7055)  0.12
H (-9.1498, 4.7522, -2.3406)  0.32
H (3.3643, -4.4525, -2.6549)  0.19
H (2.0940, -1.3309, 1.5935)  0.76
H (3.0719, -7.4710, 0.2347)  0.41
H (1.6865, 1.6012, -4.3832)  0.50
N (3.8837, 1.2654, -2.7801)  -0.69
H (-4.0348, 1.3568, 1.9350)  0.30
H (-5.9169, 3.1585, -2.1055)  0.31
H (6.0307, -0.2716, 8.0220)  0.08

Largest force on an atom = 0.0507 Eh/bohr
Molecular weight = 1055.8 Da
E_tot = -281122.7870 eV
Lowest unoccupied orbital energy = -6.4 eV
2S+1 = 1
Gap between HOMO and LUMO = 0.0384 hartree


A molecular structure, C12H18Ca2N3O13 in a non-equilibrium geometry. Source: the Open Molecules 2025 dataset; level of theory: wB97M-V/def2-TZVPD.

Last column: Mulliken charge in e.
Element x y z (Å)
H (3.1311, 0.5728, 1.7567)  0.25
H (1.2447, 4.4133, -0.7709)  0.24
H (-3.2303, 0.3365, 0.3038)  0.20
H (0.4699, 2.2682, -0.9994)  0.15
O (-0.5356, -4.4343, -0.2735)  -0.68
O (0.3738, 0.0264, 0.7508)  -0.48
C (4.0055, -0.5301, 0.1173)  0.44
H (4.1754, -2.2091, 1.5287)  0.31
H (-5.6768, -2.3528, -1.8198)  0.45
O (5.4559, -0.6782, -0.1025)  -0.40
O (0.0199, -1.6678, 2.0590)  -0.75
H (-3.9082, -3.5676, 1.1053)  0.23
C (3.9785, 0.6270, 1.0776)  -0.24
Ca (-2.5750, -3.0552, -0.8483)  1.82
H (3.9047, -2.6972, -0.1243)  0.38
H (3.5227, -0.3743, -0.8449)  0.31
O (-0.9292, 3.1960, -2.1390)  -0.38
C (6.1310, -0.0630, 0.8642)  0.58
C (0.1758, 4.4005, -0.5530)  0.73
C (-1.2136, 4.5197, -2.3678)  0.58
C (-4.8037, -0.9291, -0.4177)  -0.06
C (-3.8110, -1.3792, -2.3827)  -0.61
O (-0.9077, -4.8679, 1.7989)  -0.79
C (-2.9512, -0.5902, -1.6095)  -0.77
O (5.2377, 0.5804, 1.7112)  -0.38
N (-3.5837, -0.2841, -0.4040)  0.35
C (3.6621, -1.9295, 0.6114)  -1.10
H (-5.3693, -0.7219, 0.4766)  0.41
O (-0.8130, -1.6717, 0.1133)  -0.43
H (3.9282, 1.5247, 0.4544)  0.24
H (0.7546, 5.4153, 1.3671)  0.34
H (-3.6294, -1.6799, -3.4035)  0.49
O (0.8853, -5.6125, 0.8495)  -0.52
O (-3.1632, -2.9846, 1.3110)  -0.85
O (7.2636, -0.2004, 1.1757)  -0.50
C (-4.8759, -1.6729, -1.5651)  -0.83
O (-0.5165, 5.2666, -1.4434)  -0.36
Ca (-1.7355, -3.0496, 3.0136)  1.61
N (-0.1748, -5.0044, 0.7707)  1.03
C (0.0061, 4.7625, 0.9327)  -1.34
C (-0.3211, 3.0049, -0.8704)  -0.25
N (-0.1590, -1.0477, 0.9671)  0.78
H (-1.9749, -0.2121, -1.8687)  0.41
O (-1.8444, 4.9325, -3.2636)  -0.47
H (2.5716, -2.0153, 0.6545)  0.08
H (-1.0727, 2.5742, -0.2029)  0.09
H (-0.9803, 5.2279, 1.0192)  0.37
H (-0.1420, 3.8328, 1.4847)  0.31

Largest force on an atom = 0.0590 Eh/bohr
Molecular weight = 492.4 Da
E_tot = -80692.7926 eV
Lowest unoccupied orbital energy = -4.6 eV
2S+1 = 1
Net charge = +1
Gap between HOMO and LUMO = 0.2870 hartree


A molecular structure, C7H9NO in a non-equilibrium geometry. Source: the Open Molecules 2025 dataset; level of theory: wB97M-V/def2-TZVPD.

Last column: Mulliken charge in e.
Element x y z (Å)
H (-2.0755, -0.8200, 0.2280)  0.35
H (-0.3244, 2.3394, 1.5017)  0.31
H (1.7092, 1.2783, 1.3161)  0.34
O (1.1591, -2.7552, -0.0397)  -0.47
C (-0.1327, -1.0258, -1.0127)  0.00
H (-0.6319, -1.5049, -1.8416)  0.50
N (0.3057, 1.4861, -0.4036)  -0.55
C (-0.2315, 0.2123, 1.2532)  -0.21
C (-1.0096, -0.5354, 0.0994)  -0.22
H (-1.2223, 0.7307, -1.7958)  0.32
H (-0.3136, -0.1558, 2.3058)  0.44
H (-1.7018, 1.7131, 0.3953)  0.34
C (1.0685, 0.6952, 0.6797)  -0.41
H (1.8273, -1.7579, -1.6823)  0.37
H (1.6185, -0.1117, 0.1336)  0.10
C (-0.4325, 0.4437, -1.0184)  -0.25
C (-0.6875, 1.6486, 0.7361)  -0.48
C (1.0751, -1.8807, -0.8545)  -0.48

Largest force on an atom = 0.0763 Eh/bohr
ΔE to the lowest compared entry with this formula, charge and spin = 107.1 kcal per mole
Molecular weight = 123.2 Da
E_tot = -10938.1697 eV
Lowest unoccupied orbital energy = 0.9 eV
2S+1 = 1
Gap between HOMO and LUMO = 0.3698 hartree


2 unconnected molecules or ions with the total composition C9H18N3 in a non-equilibrium geometry. Source: the Open Molecules 2025 dataset; level of theory: wB97M-V/def2-TZVPD.

Last column: Mulliken charge in e.
Element x y z (Å)
C (-0.1761, 2.6174, 0.2757)  -1.08
H (3.7070, 1.5113, -1.0991)  0.17
C (-1.4196, 1.9274, 0.1563)  0.09
H (-4.1915, 0.0951, 0.7799)  0.35
C (4.3376, 0.6485, -0.9522)  -0.21
H (1.8164, 1.6785, 0.4759)  0.52
H (0.5441, -0.4531, 0.4345)  0.28
C (-1.6013, -1.7794, 0.1995)  -2.01
H (-3.5990, 0.6016, -1.3328)  0.38
H (-2.8715, 0.4563, 2.0077)  0.33
H (-2.4773, 2.1639, 0.1329)  0.45
N (3.8998, -0.2015, -0.1557)  -0.24
H (5.2023, 0.8139, -1.5595)  0.26
C (-2.8566, -0.2725, -1.4114)  -1.29
H (3.9422, -2.2826, 0.2148)  0.23
C (-2.2474, -0.4602, 0.0261)  1.16
N (0.0819, 0.4375, 0.2457)  -0.21
H (-2.1262, -0.2529, -2.3075)  0.30
N (-1.1903, 0.6559, 0.1445)  0.41
H (-0.9170, -1.9135, -0.6683)  0.45
C (-3.2176, -0.2920, 1.2595)  -1.23
H (-3.5571, -1.2750, 1.7149)  0.33
H (-2.3152, -2.6191, 0.1933)  0.46
H (-0.1766, 3.6649, 0.3500)  0.46
H (-3.5128, -1.1750, -1.5402)  0.41
H (5.1017, -1.3582, 1.2854)  0.24
C (4.6595, -1.3860, 0.1286)  -0.73
C (0.7521, 1.6080, 0.3045)  -0.14
H (5.5091, -1.4213, -0.4971)  0.33
H (-1.1003, -1.7377, 1.1939)  0.53

Largest force on an atom = 0.0834 Eh/bohr
ΔE to the lowest compared entry with this formula, charge and spin = 51.0 kcal per mole
Molecular weight = 168.3 Da
E_tot = -14086.2833 eV
Lowest unoccupied orbital energy = -2.7 eV
2S+1 = 1
Net charge = +1
Gap between HOMO and LUMO = 0.3652 hartree